one:
9
Properties=species:S:1:pos:R:3:lowdin_charge:R:1 method="wB97M-V/def2-TZVPD" lumo_energy_ha="-0.048 / -0.048" charge=0
C -2.025 -0.622 -0.369 -0.24
N 2.470 0.881 -0.321 -0.27
O -0.270 1.124 0.156 -0.72
O 1.355 -0.913 1.037 -0.52
S -1.655 0.686 0.564 0.95
S 1.430 -0.241 -0.278 0.81
H -2.830 -1.291 -0.274 0.01
H -1.197 -0.780 -1.079 0.02
H 2.720 1.157 0.563 -0.04

---

two:
9
Properties=species:S:1:pos:R:3:lowdin_charge:R:1 method="wB97M-V/def2-TZVPD" lumo_energy_ha="-0.060 / -0.061" charge=0 smiles="O=C=O.N=S.S"
O -1.322 -1.855 1.605 0.15
C -0.805 -2.098 0.609 -0.53
O -0.325 -2.447 -0.373 0.19
N -1.092 0.140 0.085 -0.55
S -1.780 1.165 0.993 0.71
H -1.107 0.113 -0.953 0.04
S 2.599 1.310 -0.436 0.45
H 2.547 2.625 -0.900 -0.18
H 1.285 1.046 -0.631 -0.27

---

two takes first place; second place is 31.2 kcal/mol up.

---

one:
20
Properties=species:S:1:pos:R:3:lowdin_charge:R:1 method="wB97M-V/def2-TZVPD" lumo_energy_ha=0.035 charge=0 smiles=CN(O)C(C)(C)NO
C -0.618 -1.235 1.589 -0.09
N 0.415 -0.397 0.985 -0.16
O 0.507 0.752 1.870 -0.07
C 0.127 0.072 -0.463 -0.56
C 1.121 1.176 -0.868 -0.04
C 0.361 -1.138 -1.386 -0.04
N -1.266 0.477 -0.599 -0.04
O -1.467 1.727 0.097 -0.08
H -0.242 -1.653 2.531 0.08
H -0.878 -2.086 0.954 0.08
H -1.533 -0.679 1.822 0.07
H 1.457 0.747 2.087 0.10
H 2.153 0.830 -0.747 0.09
H 1.000 2.086 -0.272 0.07
H 0.986 1.456 -1.920 0.08
H -0.362 -1.942 -1.220 0.07
H 0.285 -0.851 -2.442 0.08
H 1.365 -1.552 -1.229 0.09
H -1.373 0.762 -1.627 0.15
H -2.037 1.448 0.839 0.09

---

two:
20
Properties=species:S:1:pos:R:3:lowdin_charge:R:1 method="wB97M-V/def2-TZVPD" lumo_energy_ha=0.026 charge=0 smiles="CN(C)C(=O)CN.O"
C -0.333 1.599 -1.675 -0.03
N -0.756 0.808 -0.503 -0.15
C -1.763 -0.264 -0.696 -0.04
C 0.144 0.828 0.560 -0.47
O 1.099 1.591 0.488 0.04
C 0.055 -0.095 1.740 -0.19
N 1.168 -1.045 1.688 0.01
H 0.489 1.073 -2.161 0.09
H -0.020 2.577 -1.327 0.09
H -1.239 1.648 -2.280 0.09
H -1.559 -1.059 0.007 0.07
H -2.742 0.155 -0.461 0.09
H -1.634 -0.643 -1.705 0.09
H -0.881 -0.645 1.762 0.10
H 0.059 0.508 2.656 0.12
H 1.981 -0.594 2.090 0.09
H 0.993 -1.928 2.158 0.09
O 1.740 -1.707 -1.135 -0.07
H 2.196 -1.660 -0.265 0.03
H 1.001 -1.146 -0.943 -0.03

---

three:
20
Properties=species:S:1:pos:R:3:lowdin_charge:R:1 method="wB97M-V/def2-TZVPD" lumo_energy_ha=0.021 charge=0 smiles="NCCCC(N)=O.O"
N -0.931 3.476 0.464 -0.02
C -1.070 2.262 1.162 -0.34
C -0.002 1.242 0.862 -0.23
C -0.343 0.613 -0.425 -0.16
C 0.048 -0.827 -0.579 -0.43
N 0.496 -1.317 -1.755 0.18
O -0.162 -1.737 0.324 -0.03
H -1.756 4.143 0.481 0.10
H -0.726 3.412 -0.565 0.08
H -1.936 1.615 0.921 0.11
H -1.015 2.493 2.196 0.10
H 0.088 0.608 1.715 0.11
H 1.018 1.578 0.834 0.12
H 0.148 1.212 -1.297 0.14
H -1.481 0.691 -0.733 0.17
H 0.423 -2.233 -2.058 0.09
H 0.530 -0.826 -2.598 0.09
O 1.804 -3.429 0.085 -0.04
H 1.242 -2.850 -0.291 -0.11
H 1.575 -3.367 1.037 0.06

---

four:
20
Properties=species:S:1:pos:R:3:lowdin_charge:R:1 method="wB97M-V/def2-TZVPD" lumo_energy_ha=0.026 charge=0 smiles="CCCNC(N)=O.O"
C 2.723 -1.163 -1.602 -0.12
C 1.495 -0.845 -0.750 -0.26
C 1.312 0.649 -0.636 -0.19
N 0.140 1.119 0.155 0.08
C -1.154 0.680 0.011 -0.61
N -1.498 -0.130 -1.055 0.16
O -2.016 1.006 0.818 0.02
H 2.767 -2.182 -1.998 0.07
H 2.769 -0.528 -2.487 0.07
H 3.706 -1.117 -1.128 0.07
H 1.626 -1.381 0.193 0.11
H 0.653 -1.398 -1.156 0.09
H 2.156 1.065 -0.087 0.12
H 1.255 1.148 -1.602 0.12
H 0.331 1.106 1.126 0.12
H -1.104 0.135 -1.952 0.10
H -2.494 -0.151 -1.173 0.10
O -1.222 -0.807 2.927 -0.07
H -1.765 -1.483 2.505 0.03
H -1.510 0.010 2.493 -0.01

---

four takes first place; second place is 21.2 kcal/mol up.

---

one:
20
Properties=species:S:1:pos:R:3:lowdin_charge:R:1 method="wB97M-V/def2-TZVPD" lumo_energy_ha=0.027 charge=0
C 0.013 -0.589 -1.320 -0.58
N -0.544 -1.884 -1.569 0.08
N -0.630 0.469 -2.000 0.11
C -0.676 -0.606 0.820 -0.38
O 1.389 -0.580 -1.551 0.00
O -1.785 -0.075 0.836 -0.07
H 1.684 -1.497 -1.605 0.11
H -0.681 -2.005 -2.572 0.09
H -1.452 -1.992 -1.133 0.08
H 0.030 1.180 -2.296 0.09
H -1.341 0.903 -1.413 0.09
H -0.486 -1.653 1.089 0.13
C 0.700 0.302 1.659 -0.16
C 0.371 1.769 1.771 -0.13
H 0.936 2.364 1.051 0.07
H 1.673 0.089 1.213 0.09
H 0.653 -0.231 2.606 0.09
H 0.250 -0.069 0.052 0.14
H 0.585 2.145 2.774 0.07
H -0.689 1.961 1.589 0.07

---

two:
20
Properties=species:S:1:pos:R:3:lowdin_charge:R:1 method="wB97M-V/def2-TZVPD" lumo_energy_ha=0.027 charge=0 smiles="NCCCC(N)=O.O"
N 2.159 -1.405 0.168 -0.02
C 1.517 -0.090 0.015 -0.27
C 0.586 0.287 1.170 -0.17
C -0.906 0.263 0.764 -0.12
C -1.239 1.088 -0.458 -0.50
N -1.906 2.277 -0.208 0.15
O -1.043 0.776 -1.627 0.03
H 1.492 -2.159 0.119 0.04
H 2.643 -1.501 1.055 0.06
H 1.029 -0.064 -0.946 0.07
H 2.400 0.561 -0.068 0.11
H 0.804 1.259 1.633 0.11
H 0.682 -0.460 1.953 0.10
H -1.542 0.638 1.561 0.10
H -1.144 -0.780 0.578 0.12
H -2.471 2.623 -0.957 0.10
H -2.152 2.446 0.755 0.09
O -0.091 -2.029 -1.558 -0.05
H -0.439 -1.138 -1.685 0.00
H -0.380 -2.591 -2.264 0.04

---

three:
20
Properties=species:S:1:pos:R:3:lowdin_charge:R:1 method="wB97M-V/def2-TZVPD" lumo_energy_ha=-0.131 charge=0
C 0.859 0.389 0.853 -0.04
C 1.322 -0.587 -0.245 -0.30
N 2.590 -1.078 -0.284 0.09
C 3.419 -0.414 -1.212 -0.10
C -2.770 -0.652 0.264 -0.43
N -4.089 -0.998 -0.148 0.08
O -2.446 0.055 1.166 0.06
H 1.069 0.037 1.864 0.09
H 1.383 1.357 0.649 0.04
H -0.180 0.705 0.793 0.06
H 0.623 -1.432 -0.139 0.14
H 1.116 -0.018 -1.159 0.12
H 4.465 -0.698 -1.085 0.09
H 3.177 -0.721 -2.241 0.12
H 3.357 0.672 -1.150 0.11
H -3.905 -1.585 0.700 0.10
H -1.970 -1.160 -0.310 0.12
H -4.644 -0.173 0.055 0.09
H 1.207 3.302 -0.956 -0.08
O 0.891 2.759 -0.223 -0.36

---

two takes first place; second place is 94.9 kcal/mol up.

---

one:
20
Properties=species:S:1:pos:R:3:lowdin_charge:R:1 method="wB97M-V/def2-TZVPD" lumo_energy_ha=0.030 charge=0 smiles="NC[C@@H](N)CC=O.O"
N 1.741 1.535 -1.738 -0.02
C 0.559 1.152 -1.006 -0.27
C 0.725 -0.272 -0.443 -0.36
N 1.212 -0.175 0.977 0.04
C -0.586 -1.046 -0.380 -0.13
C -0.715 -2.054 0.750 -0.26
O -1.666 -2.109 1.485 0.04
H 1.648 2.246 -2.467 0.07
H 2.540 1.896 -1.221 0.07
H -0.238 1.162 -1.759 0.12
H 0.282 1.818 -0.184 0.11
H 1.499 -0.781 -1.004 0.13
H 2.209 -0.145 1.018 0.07
H 0.549 0.172 1.654 0.08
H -0.779 -1.613 -1.300 0.13
H -1.352 -0.272 -0.301 0.10
H 0.186 -2.672 0.886 0.12
O -2.925 0.613 1.616 -0.06
H -2.871 -0.340 1.574 -0.01
H -2.018 0.886 1.842 0.03

---

two:
20
Properties=species:S:1:pos:R:3:lowdin_charge:R:1 method="wB97M-V/def2-TZVPD" lumo_energy_ha=0.029 charge=0 smiles="C[C@@H](N)CNC=O.O"
C 1.647 -0.370 -0.683 -0.11
C 1.761 -0.279 0.771 -0.45
N 2.849 0.605 1.247 0.03
C 0.443 0.355 1.446 -0.11
N -0.676 -0.727 1.323 0.04
C -1.655 -0.716 2.330 -0.32
O -1.570 0.138 3.207 0.00
H 1.296 0.594 -1.003 0.08
H 2.541 -0.733 -1.245 0.09
H 0.890 -1.150 -1.041 0.10
H 1.889 -1.347 1.164 0.15
H 2.532 1.500 1.590 0.06
H 3.542 0.740 0.542 0.05
H 0.598 0.811 2.454 0.12
H 0.064 1.232 1.025 0.09
H -0.340 -1.413 0.687 0.08
H -2.273 -1.597 2.259 0.12
O -4.425 0.586 -5.606 -0.01
H -4.755 0.285 -4.780 0.02
H -4.359 1.488 -5.687 -0.01

---

one takes first place; second place is 7.6 kcal/mol up.

---

one:
20
Properties=species:S:1:pos:R:3:lowdin_charge:R:1 method="wB97M-V/def2-TZVPD" lumo_energy_ha=0.019 charge=0 smiles="CC(=O)NCCN.O"
C -3.078 0.621 0.007 -0.02
C -2.345 0.634 -1.277 -0.45
O -2.937 0.753 -2.386 0.00
N -0.889 0.324 -1.313 -0.01
C -0.022 -0.248 -0.304 -0.26
C 1.469 -0.434 -0.731 -0.30
N 2.222 -1.488 -0.022 0.00
H -2.397 0.863 0.768 0.04
H -3.826 1.422 -0.128 0.10
H -3.552 -0.370 0.259 0.12
H -0.402 0.911 -2.125 0.18
H -0.233 0.346 0.697 0.13
H -0.445 -1.261 -0.077 0.12
H 1.583 -0.566 -1.779 0.08
H 1.853 0.681 -0.642 0.13
H 1.685 -1.585 0.793 0.02
H 2.124 -2.311 -0.701 0.11
O 3.093 0.207 3.168 -0.07
H 2.300 0.622 2.931 -0.02
H 3.797 0.878 2.864 0.09

---

two:
20
Properties=species:S:1:pos:R:3:lowdin_charge:R:1 method="wB97M-V/def2-TZVPD" lumo_energy_ha=0.028 charge=0 smiles="[H]/N=C(/C)C(O)O.CN"
H -0.386 1.405 -1.566 0.06
N -0.961 1.559 -0.738 0.14
C -1.100 0.537 -0.013 -0.40
C -1.928 0.576 1.229 -0.05
C -0.980 -0.959 -0.687 -0.42
O -0.126 -0.969 -1.779 -0.03
O -0.648 -1.909 0.295 -0.02
H -1.928 1.584 1.637 0.08
H -1.528 -0.140 1.945 0.07
H -2.954 0.294 0.999 0.09
H -1.981 -1.183 -1.096 0.15
H 0.766 -0.674 -1.474 0.05
H -0.512 -2.761 -0.140 0.10
C 1.755 0.534 0.680 -0.16
N 2.233 0.098 -0.624 -0.06
H 2.515 0.503 1.466 0.07
H 1.369 1.549 0.624 0.07
H 0.809 -0.134 0.854 0.08
H 2.780 0.823 -1.075 0.08
H 2.806 -0.734 -0.537 0.08

---

two takes first place; second place is 16.3 kcal/mol up.

---

one:
18
Properties=species:S:1:pos:R:3:lowdin_charge:R:1 method="wB97M-V/def2-TZVPD" lumo_energy_ha=-0.155 charge=+1 smiles="C[C@@H]1N=[N+](N)NN1C"
C 1.532 -0.914 -1.091 -0.05
C 0.615 -0.627 0.047 -0.35
N -0.695 -1.124 -0.451 0.19
N -1.589 -0.296 -0.245 -0.30
N -2.818 -0.535 -0.532 0.22
N -1.243 0.864 0.258 0.16
N 0.466 0.848 0.188 -0.01
C 1.117 1.265 1.396 -0.09
H 2.496 -1.176 -0.747 0.06
H 1.814 -0.062 -1.721 0.10
H 1.152 -1.795 -1.721 0.12
H 0.975 -1.139 0.924 0.14
H -3.160 -1.497 -0.602 0.18
H -3.326 0.302 -0.607 0.13
H -1.604 1.776 0.011 0.16
H 0.648 2.164 1.659 0.07
H 1.386 0.552 2.252 0.12
H 2.233 1.394 0.983 0.16

---

two:
18
Properties=species:S:1:pos:R:3:lowdin_charge:R:1 method="wB97M-V/def2-TZVPD" lumo_energy_ha="-0.189 / -0.187" charge=+1
C -0.096 0.463 0.331 -0.25
C 0.118 1.933 0.502 0.04
C 2.088 -0.339 0.295 0.13
N -2.479 0.561 0.101 0.19
N 0.159 -1.776 0.286 0.05
N -1.187 -1.551 0.076 0.10
N 0.800 -0.553 0.361 -0.14
N -1.364 -0.073 0.174 -0.12
H 0.262 -0.449 -2.315 0.02
H -0.880 2.155 0.531 0.04
H 0.508 2.341 -0.418 0.11
H 0.508 2.113 1.442 0.09
H 0.688 0.114 -2.853 0.07
H 2.291 0.718 0.658 0.13
H 2.769 -1.198 0.410 0.12
H -3.231 -0.074 -0.093 0.08
H 0.682 -2.412 -0.337 0.18
H -1.636 -1.973 0.849 0.13

---

one takes first place; second place is 34.7 kcal/mol up.